# C37H47N5O5PSn

A molecular structure, C37H47N5O5PSn (wB97M-V/def2-TZVPD, the OMol25 dataset).

```
! wB97M-V def2-TZVPD RIJCOSX def2/J DEFGRID3
* xyz -1 1
Sn -1.1061 0.7850 -0.0537
O -2.6234 0.7006 3.7693
C -2.4547 1.2463 2.6956
O -1.3379 1.2292 2.0205
C -3.6010 2.0547 2.0756
C -3.0936 3.2111 1.2124
C -4.2212 4.2043 0.9207
C -5.0632 3.4246 -0.1208
C -4.2761 2.1167 -0.2206
O -2.9136 2.5770 -0.0786
C -4.4878 1.2691 1.0460
C -4.0847 -0.1850 0.7912
O -4.8193 -1.0929 1.1427
O -2.9739 -0.3358 0.1432
H -4.2141 2.4050 2.9045
H -2.1504 3.6390 1.5330
H -4.7781 4.4581 1.8224
H -3.8178 5.1243 0.4977
H -6.0918 3.2534 0.1956
H -5.0804 3.9380 -1.0819
H -4.3706 1.5697 -1.1553
H -5.5300 1.2676 1.3593
C 2.9793 0.9719 4.5138
C 2.8056 1.1289 3.0269
C 3.3527 0.2221 2.1201
C 3.1264 0.3082 0.7605
C 2.3139 1.3203 0.1880
N 1.9051 1.3947 -1.0946
C 2.6089 0.8709 -2.1177
C 4.0160 0.7199 -2.1774
C 4.6558 0.1940 -3.2841
C 3.9634 -0.2185 -4.4196
C 4.6706 -0.7642 -5.6316
C 2.5818 -0.0628 -4.3947
C 1.9291 0.4641 -3.2966
N 0.4986 0.5295 -3.3443
C -0.3418 -0.5259 -3.2706
C -1.6232 -0.0355 -3.3859
C -1.4413 1.3546 -3.5209
N -0.1575 1.6873 -3.4993
C 1.8167 2.2595 1.1302
C 2.0395 2.1549 2.4928
N 1.1084 3.4075 0.6535
C 1.5112 4.6904 0.7431
C 0.5598 5.4640 0.1170
C -0.3939 4.5375 -0.3355
N -0.0493 3.3023 -0.0076
H 3.7883 0.2751 4.7396
H 3.2150 1.9233 4.9960
H 2.0701 0.5845 4.9819
H 3.9618 -0.5956 2.4975
H 3.5601 -0.4318 0.1012
H 4.6044 1.0341 -1.3246
H 5.7384 0.1030 -3.2655
H 5.6672 -1.1252 -5.3720
H 4.1212 -1.5985 -6.0731
H 4.7907 -0.0065 -6.4115
H 1.9824 -0.3560 -5.2513
H 0.0418 -1.5220 -3.1226
H -2.5443 -0.5913 -3.3410
H -2.1877 2.1259 -3.6348
H 1.5807 2.8908 3.1454
H 2.4437 4.9367 1.2215
H 0.5649 6.5326 -0.0100
H -1.3033 4.7019 -0.8917
C 2.0018 -2.6840 -1.2488
C 1.6247 -2.9452 0.2095
C 2.0167 -4.3570 0.6338
P -0.1409 -2.4381 0.4830
C -1.0909 -3.8103 -0.3670
C -1.4106 -5.0499 0.4690
C -2.3680 -3.2536 -1.0023
C -0.3931 -2.7512 2.2900
C 0.5926 -1.9140 3.1079
C -1.8266 -2.3814 2.6805
H 3.0691 -2.8606 -1.4117
H 1.7863 -1.6547 -1.5414
H 1.4587 -3.3487 -1.9275
H 2.1785 -2.2277 0.8213
H 1.5282 -5.1057 0.0053
H 1.7562 -4.5643 1.6734
H 3.0964 -4.4978 0.5253
H -0.4215 -4.1179 -1.1795
H -2.1097 -4.8130 1.2721
H -0.5239 -5.4971 0.9173
H -1.8856 -5.8063 -0.1630
H -3.0683 -2.8905 -0.2486
H -2.8662 -4.0285 -1.5937
H -2.1509 -2.4043 -1.6511
H -0.2209 -3.8113 2.5026
H 0.5257 -0.8563 2.8368
H 1.6280 -2.2349 2.9754
H 0.3471 -1.9913 4.1705
H -1.9496 -1.2987 2.6894
H -2.0418 -2.7346 3.6927
H -2.5833 -2.7878 2.0096
*
```

Calculated values
HOMO in eV: -3.697
Gap between HOMO and LUMO in eV: 6.3
Electronic energy in eV: -71943.989
E_LUMO in eV: 2.65
Energy above the lowest of the compared OMol25 structures with the same formula, charge and spin in kcal per mole: 1.5